*P*
A single C2H6N2OS molecule. Source: OMol25; level of theory: ωB97M-V/def2-TZVPD.

```
12
Properties=species:S:1:pos:R:3
S -0.50199 -1.01873 -1.66688
O 1.16992 -0.14524 1.73565
N 0.92008 -0.70937 0.52267
N -0.03906 1.93322 0.65260
C -0.12069 -0.33907 -0.23327
C -0.97429 0.81369 0.37999
H -1.84667 0.98406 -0.33490
H 0.33488 2.33274 -0.21387
H 0.99801 0.88458 1.58792
H 1.62622 -1.40473 0.22404
H -1.49655 0.51571 1.33205
H -0.54063 2.73456 1.08243
```

The calculation puts the gap between HOMO and LUMO at 8.9043 eV. The charge is 0. For the HOMO energy, the calculation gives -8.37 eV. As for the SMILES: NCC(=S)NO. The value obtained for the LUMO energy is 0.5 eV.

***

*Q*
A molecular structure, C2H6N2OS. Source: OMol25; level of theory: ωB97M-V/def2-TZVPD.

```
12
Properties=species:S:1:pos:R:3
S 0.59079 1.00738 0.14176
O -0.92822 -2.38154 2.15118
N -0.51272 -0.00860 -0.50614
N -0.90122 -0.96500 1.63994
C 0.98716 1.95352 -1.36943
C -0.96739 -1.00637 0.17267
H 2.55258 1.56105 -1.63491
H 0.73963 3.32728 -1.01150
H -1.49556 -1.86691 -0.51665
H -0.39959 -2.66950 1.31335
H 0.22209 1.88219 -2.29719
H 0.11245 -0.83350 1.91691
```

The calculation puts the gap between HOMO and LUMO at 8.8412 eV. The charge is 0. For the HOMO energy, the calculation gives -8.48 eV. The value obtained for the LUMO energy is 0.4 eV.

***

*R*
A single C2H6N2OS molecule. Source: OMol25; level of theory: ωB97M-V/def2-TZVPD.

```
12
Properties=species:S:1:pos:R:3
S -2.74730 -0.20634 -0.11816
O 1.01495 -1.50743 0.16967
N 0.90391 0.89550 -0.49957
N -0.31465 -1.40909 -0.28973
C -1.00994 -0.29880 0.05628
C -0.18683 0.72722 0.57738
H 0.28186 0.32772 1.45867
H 1.52890 1.71440 -0.47830
H -0.79979 -2.34399 -0.06069
H -0.48325 1.76962 0.86507
H 1.46662 -0.82215 -0.34374
H 0.34551 1.15332 -1.33687
```

The calculation puts the gap between HOMO and LUMO at 8.6471 eV. The charge is 0. For the HOMO energy, the calculation gives -8.53 eV. As for the SMILES: NCC(=S)NO. The value obtained for the LUMO energy is 0.1 eV.

***

Which of them is least stable? Easy: *Q*.

***

*P*
10 unconnected molecules or ions with the total composition C30H80O10. Source: OMol25; level of theory: ωB97M-V/def2-TZVPD.

```
120
Properties=species:S:1:pos:R:3
O 1.88477 8.71324 0.40307
O -0.56100 7.15767 5.87898
O -1.15310 -0.66712 1.20286
O 6.43150 1.66803 -5.15199
O 0.10000 2.24586 -8.43179
O -5.45118 -0.71337 4.11864
O 2.90302 -3.39297 2.19637
O -4.58014 -7.92131 -5.50744
O 0.97448 -2.91740 9.71147
O 2.00029 -6.79925 -1.36366
C 0.20133 -4.81158 8.49984
C -3.86599 -5.60278 -5.11245
C -2.29419 6.47313 4.55766
C -0.49739 3.14137 -7.57533
C 5.19338 0.46904 -3.55563
C 1.61263 8.73440 -0.96610
C 1.81846 -6.85163 -2.73272
C -2.36325 -0.30807 -0.74549
C -1.03266 -0.29978 -0.09989
C 2.58431 -5.75313 -3.39507
C 4.20083 -2.43977 3.96237
C 4.77902 2.86975 -3.95280
C 0.72442 -3.33720 8.40462
C 0.49397 7.87396 -1.47345
C -1.69021 6.41238 5.96741
C -5.55584 0.22521 5.13502
C 3.91527 -3.62473 3.11417
C -1.15427 2.32918 -6.52248
C -3.15848 -7.03114 -7.27544
C -2.71032 7.00673 7.00206
C -5.24361 1.60640 4.58686
C -6.98254 0.38034 5.76579
C -0.37660 1.03655 -0.09947
C 2.96168 8.33845 -1.71098
C 2.26223 -8.22534 -3.17920
C 5.15759 -4.02806 2.24703
C 5.85267 1.79347 -3.88115
C -4.27677 -6.68670 -6.15003
C -0.28429 -2.44299 7.73609
C -1.46622 3.97522 -8.49723
H 0.19392 -1.47225 7.60537
H -0.91948 4.51540 -9.27013
H -3.48710 -7.89283 -7.85646
H 1.67773 -3.31534 7.87659
H 4.35980 2.93146 -2.94854
H -1.75502 1.45195 -6.76263
H -5.93827 2.00326 3.84656
H 0.31366 3.79935 -7.26330
H 1.48936 9.75310 -1.33373
H 3.33165 -8.43395 -3.20948
H -1.36924 5.40576 6.23534
H 3.29922 7.31450 -1.55069
H -7.57818 0.02809 4.92362
H 5.89797 -0.30172 -3.24324
H -2.34178 0.13649 -1.74048
H 1.75772 -8.97575 -2.57055
H 4.62765 0.47746 -2.62398
H -2.85888 -1.26130 -0.92934
H -1.83571 4.71720 -7.78939
H -3.15942 7.90246 6.57302
H 4.84926 -2.68303 4.80407
H -1.92005 2.92853 -6.03009
H -0.46000 -2.85122 6.74082
H -5.29381 2.34760 5.38449
H 0.10810 6.68412 5.37933
H 5.11733 3.85730 -4.26647
H -3.99967 -4.66953 -5.65951
H 1.77938 -2.43629 9.50589
H 0.28954 7.93726 -2.54223
H 0.57692 -5.46884 7.71559
H -4.18641 1.74175 4.35862
H -2.23039 7.40545 3.99657
H 4.55393 0.12761 -4.36966
H 1.88296 -8.40810 -4.18462
H -3.34130 6.17521 4.50376
H 2.99067 8.40085 -2.79880
H -4.86458 -8.61255 -6.10986
H -5.20945 -6.44056 -6.65759
H -4.80829 -0.11873 5.84985
H 3.64286 -4.50981 3.68909
H 6.03980 -4.26965 2.83985
H -3.18330 0.24966 -0.29322
H -0.41937 1.92934 -5.82380
H -0.79811 1.74139 0.61721
H 0.75809 -6.64129 -2.87230
H -4.52260 -0.70895 3.87506
H -4.60709 -5.64338 -4.31418
H 0.38005 -5.41313 9.39107
H -3.53478 6.31227 7.16361
H -0.42083 8.01415 -0.89761
H 3.29914 -2.01925 4.40759
H -0.46125 -0.98559 -0.72539
H 5.47196 -3.21637 1.59096
H -1.65951 5.79351 3.98899
H 3.72992 9.01865 -1.34325
H -2.34623 7.29818 7.98725
H 2.39800 -5.72699 -4.46871
H 5.69244 1.61519 -5.76240
H -7.32169 1.35508 6.11646
H 4.98990 -4.88333 1.59244
H 2.94465 -4.16220 1.62352
H -2.33196 3.41265 -8.84666
H 6.60600 2.10764 -3.15874
H 4.00880 2.57789 -4.66673
H 0.63054 0.90301 0.29542
H 1.95610 -7.71355 -1.07433
H -0.17928 1.54685 -1.04221
H -7.18236 -0.19641 6.66886
H 1.47231 9.54577 0.64464
H -2.21674 -7.32512 -6.81197
H -1.22894 -2.38400 8.27669
H 1.01560 2.52189 -8.51594
H -0.88582 -4.89018 8.50274
H -0.30923 -1.09856 1.35566
H -3.05986 -6.24041 -8.01916
H 2.55733 -4.79579 -2.87461
H 4.73781 -1.63445 3.46117
H 3.66965 -5.81039 -3.31229
H 0.65864 6.81243 -1.28867
H -2.88377 -5.78295 -4.67553
```

The calculation puts the gap between HOMO and LUMO at 10.0620 eV. The charge is 0. For the HOMO energy, the calculation gives -9.91 eV. As for the SMILES: CC(C)O.CC(C)O.CC(C)O.CC(C)O.CC(C)O.CC(C)O.CC(C)O.CC(C)O.CC(C)O.CC(C)O. The value obtained for the LUMO energy is 0.1 eV.

***

*Q*
10 unconnected molecules or ions with the total composition C30H80O10. Source: OMol25; level of theory: ωB97M-V/def2-TZVPD.

```
120
Properties=species:S:1:pos:R:3
O 16.97791 -28.50353 18.78883
O 10.63922 -25.14473 10.12717
O 9.47565 -34.14253 10.82358
O 17.48587 -32.33415 -1.00513
O 12.39612 -30.39049 17.60276
O 14.09177 -41.94145 -0.11120
O 15.25248 -35.87940 9.93968
O 17.08092 -41.94131 15.06080
O 11.32996 -31.86013 -0.23011
O 24.51625 -35.25768 15.57168
C 13.81088 -39.98068 1.10667
C 11.85836 -24.79293 12.06867
C 10.77435 -32.14748 2.02027
C 7.92272 -35.18568 9.44838
C 12.96259 -32.48594 16.62495
C 18.15315 -28.52260 17.90640
C 17.91778 -40.74583 13.15410
C 10.55895 -31.31937 0.80939
C 9.10406 -31.49522 0.32111
C 16.33556 -35.24408 9.38209
C 7.39895 -34.43756 11.79039
C 14.65990 -41.28264 0.98706
C 14.48510 -42.27332 2.20559
C 17.44932 -40.66635 14.62910
C 11.57425 -27.14539 11.09942
C 18.09090 -32.00855 0.21008
C 16.26901 -39.72290 14.95745
C 11.70930 -25.64686 10.78559
C 18.01572 -29.42738 16.65376
C 18.32445 -27.05897 17.52717
C 17.97290 -30.45546 0.45586
C 24.06067 -35.56811 14.24059
C 16.05168 -35.16299 7.84788
C 17.41624 -32.79173 1.44074
C 22.67210 -35.01708 14.11784
C 24.17428 -37.06293 13.96934
C 16.50735 -33.81947 10.12097
C 12.02079 -31.75317 17.61376
C 8.39273 -35.06996 10.88712
C 12.05842 -32.37894 18.95291
H 17.50769 -26.78254 16.86038
H 17.47419 -33.87647 1.35074
H 19.05596 -28.77455 18.46278
H 11.71292 -33.37356 18.67103
H 18.46452 -26.31927 18.31542
H 17.82280 -39.76467 12.68891
H 13.31659 -31.86621 15.80113
H 22.27138 -35.09104 13.10687
H 12.57308 -25.24999 12.75306
H 15.54156 -33.31426 10.13102
H 14.46284 -35.33825 9.86730
H 9.18470 -33.34375 11.26958
H 23.63211 -37.57654 14.76329
H 18.42902 -30.16987 1.40374
H 13.05051 -32.29857 19.39721
H 15.95070 -39.83450 15.99395
H 15.03286 -41.83249 3.03849
H 15.71965 -41.10105 0.80809
H 8.90347 -30.95263 -0.60273
H 10.02759 -24.59239 10.61953
H 16.98547 -35.01011 7.30681
H 6.88207 -34.95973 9.21581
H 13.83364 -39.40797 0.17954
H 11.37092 -31.91993 19.66338
H 14.82283 -42.46104 -0.45352
H 17.81860 -42.54446 15.17757
H 22.61127 -33.96986 14.41402
H 14.99611 -43.19950 1.94259
H 18.29814 -40.28959 15.19974
H 17.83482 -32.50267 2.40476
H 10.97929 -31.79550 17.29501
H 24.81163 -34.34901 15.66476
H 8.71284 -32.50322 0.18336
H 14.18977 -39.45510 1.98321
H 16.34072 -32.64459 1.34214
H 15.32248 -39.91522 14.45227
H 12.55514 -27.50994 11.40447
H 15.39555 -34.30708 7.68971
H 11.18079 -27.70136 10.24842
H 12.59544 -25.37072 10.21410
H 10.85492 -30.28974 1.01027
H 13.44096 -42.48963 2.43158
H 8.43965 -34.54509 8.73386
H 17.27303 -41.36902 12.53440
H 6.42973 -34.92642 11.69182
H 18.95032 -41.07932 13.05045
H 12.12817 -23.77405 11.79082
H 16.84928 -33.97091 11.14482
H 16.43473 -38.67395 14.71181
H 8.52072 -30.91825 1.03869
H 16.99669 -29.97424 0.39631
H 12.52518 -33.35965 16.14181
H 19.13353 -32.31199 0.30468
H 25.21297 -37.38566 14.04046
H 17.27099 -35.80297 9.40847
H 13.87048 -32.88374 17.07838
H 15.59767 -36.04163 7.38967
H 16.17383 -28.40986 18.27281
H 17.15346 -29.13890 16.05260
H 10.10685 -32.11580 2.88140
H 11.01940 -27.40805 12.00012
H 12.35599 -30.10478 18.51837
H 17.88826 -30.44888 17.01209
H 16.55752 -32.28966 -0.76471
H 10.68121 -33.17980 1.68302
H 18.97255 -29.43641 16.13173
H 23.62343 -37.28377 13.05507
H 18.62294 -29.95832 -0.26413
H 24.75720 -35.03022 13.59747
H 11.30873 -31.31938 -1.02304
H 21.97451 -35.56734 14.74926
H 7.78497 -34.43032 12.80972
H 11.75007 -32.07749 2.50108
H 12.77639 -40.21367 1.35897
H 7.18055 -33.40725 11.50955
H 8.57899 -36.07398 11.26840
H 17.24311 -33.18989 9.62059
H 8.12810 -36.19827 9.10112
H 19.25572 -27.00745 16.96310
H 10.91561 -24.53944 12.55349
```

The calculation puts the gap between HOMO and LUMO at 10.2638 eV. The charge is 0. For the HOMO energy, the calculation gives -9.92 eV. As for the SMILES: CC(C)O.CC(C)O.CC(C)O.CC(C)O.CC(C)O.CC(C)O.CC(C)O.CC(C)O.CC(C)O.CC(C)O. The value obtained for the LUMO energy is 0.3 eV.

***

Which of them is least stable? Easy: *P*.

***

*P*
A gas-phase ion, C8H8NO2 (charge +1). Source: OMol25; level of theory: ωB97M-V/def2-TZVPD.

```
19
Properties=species:S:1:pos:R:3
O -2.54342 -3.17138 -1.86035
O -1.07235 -0.13961 -1.01555
N -1.77981 -1.27881 -0.78358
C 0.50056 2.18111 1.87632
C -0.72253 0.10553 1.44597
C -1.75603 -2.36056 -1.60059
C -0.26762 -2.41807 -2.10906
C 0.09375 1.63140 -0.33992
C -0.24963 1.08432 2.28158
C -0.53803 0.42352 0.06471
C 0.59286 2.54014 0.55907
H 0.15192 1.96567 -1.40852
H 0.93941 2.72397 2.79864
H 1.00281 3.38653 0.24697
H -1.29441 -0.67010 1.71339
H 0.47120 -2.03022 -1.44259
H 0.13416 -3.48602 -2.33093
H -0.45051 0.88147 3.28932
H -0.26058 -2.09982 -3.17041
```

The calculation puts the gap between HOMO and LUMO (spin up / spin down) at 6.0845 / 7.7081 eV. The charge is +1. For the HOMO energy (spin up / spin down), the calculation gives -14.20 / -14.26 eV. The value obtained for the LUMO energy (spin up / spin down) is -8.1 / -6.6 eV.

***

*Q*
A molecular structure, C8H8NO2. Source: OMol25; level of theory: ωB97M-V/def2-TZVPD.

```
19
Properties=species:S:1:pos:R:3
O -0.26781 0.98477 1.70470
O 1.20468 -1.81914 0.15601
N 0.66131 -0.67996 0.55170
C -0.09037 0.66742 -0.59666
C 0.35703 -0.17776 1.68929
C -0.88511 2.02803 -2.23476
C -1.36266 2.88222 -1.24890
C 1.26554 -2.86368 1.12605
C -1.19364 2.62241 0.10257
C -0.52141 1.45042 0.43969
C -0.19811 0.84769 -1.92855
H -1.88592 3.77804 -1.54460
H -1.04505 2.25922 -3.27653
H 0.17873 0.17802 -2.68032
H 1.98461 -2.63295 1.91622
H 0.27737 -3.05795 1.55241
H -1.56105 3.28424 0.86978
H 0.56277 -0.60125 2.66443
H 1.60253 -3.73165 0.56418
```

The calculation puts the gap between HOMO and LUMO at 9.8003 eV. The charge is +1. For the HOMO energy, the calculation gives -13.77 eV. The value obtained for the LUMO energy is -4.0 eV.

***

Which of them is least stable? Easy: *P*.